1.
The following is a DFT calculation (the ωB97M-V functional and the def2-TZVPD basis) of the molecule C4H8O2.

As for the HOMO energy: -0.372 Eh. Its SMILES is O[C@H]1C[C@@H](O)C1. As for the gap between HOMO and LUMO: 11.03 eV. For the lowest unoccupied orbital energy, the calculation gives 0.91 eV. Its total charge is 0.

Cartesian coordinates (Å):
O -1.864 -0.094 1.405
C -0.686 0.425 0.849
C 0.543 -0.495 0.716
C 0.833 0.167 -0.650
O 1.124 -0.681 -1.735
C -0.605 0.706 -0.670
H -2.003 -0.969 1.022
H -0.454 1.324 1.427
H 0.233 -1.534 0.545
H 1.304 -0.461 1.500
H 1.574 0.975 -0.564
H 1.972 -1.108 -1.562
H -1.242 0.019 -1.238
H -0.769 1.730 -1.014



2.
The following is a DFT calculation (the ωB97M-V functional and the def2-TZVPD basis) of a structure of composition C4H2Cl2IN.

As for the HOMO energy (alpha / beta): -0.298 / -0.304 Eh. As for the gap between HOMO and LUMO (alpha / beta): 5.45 / 5.62 eV. For the lowest unoccupied orbital energy (alpha / beta), the calculation gives -2.67 / -2.66 eV. Its total charge is 0.

Cartesian coordinates (Å):
C -0.046 -0.713 0.615
C 0.437 -0.669 -0.695
C 0.348 -1.707 1.446
C 1.705 -2.712 -1.009
N 1.357 -1.578 -1.211
Cl -0.642 -2.117 2.766
Cl 2.784 -3.808 -1.193
I 2.997 0.289 -2.443
H -0.799 0.008 0.967
H 0.315 0.205 -1.478



3.
The following is a DFT calculation (the ωB97M-V functional and the def2-TZVPD basis) of a structure of composition C42H41CdNO2P2S2.

As for the HOMO energy: -0.178 Eh. As for the gap between HOMO and LUMO: 4.45 eV. For the lowest unoccupied orbital energy, the calculation gives -0.39 eV. Its total charge is 0.

Cartesian coordinates (Å):
Cd -0.785 1.328 -0.935
C -2.335 1.065 -3.075
C -2.126 -0.359 -2.774
C -0.984 -1.096 -3.575
C 0.415 -0.507 -3.732
C 1.008 0.231 -2.515
C 0.516 1.716 -2.466
C -0.107 2.299 -3.738
C -1.570 1.840 -4.060
C 2.518 0.495 2.165
H -3.422 1.287 -3.121
H -3.015 -0.948 -3.063
H -1.443 -1.109 -4.576
H -0.901 -2.166 -3.300
H 1.093 -1.365 -3.906
H 0.471 0.185 -4.573
H 2.087 0.327 -2.700
H 1.338 2.350 -2.111
H 0.478 2.077 -4.650
H -0.064 3.413 -3.690
H -2.150 2.770 -4.170
H -1.613 1.329 -5.040
H 1.492 0.884 2.150
H 3.227 1.288 2.428
H 2.593 -0.338 2.873
P -2.564 -0.415 -0.873
P 2.957 -0.079 0.532
C 0.968 -0.767 -1.349
C 1.897 -1.115 -0.427
C -3.015 -1.985 -0.155
C -3.095 -3.132 -0.976
C -3.743 -4.268 -0.499
C -4.217 -4.330 0.821
C -3.941 -3.270 1.696
C -3.269 -2.149 1.229
C -3.703 0.962 -0.535
C -3.406 2.350 -0.727
C -4.277 3.310 -0.200
C -5.555 2.901 0.218
C -5.866 1.539 0.360
C -4.927 0.564 0.012
C 4.494 -0.972 0.619
C 4.451 -2.329 0.985
C 5.641 -3.057 1.009
C 6.846 -2.413 0.679
C 6.885 -1.050 0.342
C 5.695 -0.323 0.299
C 3.193 1.453 -0.385
C 2.771 2.694 0.126
C 2.888 3.852 -0.643
C 3.450 3.777 -1.932
C 3.888 2.554 -2.453
C 3.827 1.410 -1.647
H 0.080 -1.444 -1.358
H 1.861 -2.154 -0.025
H -2.616 -3.115 -1.955
H -3.884 -5.113 -1.169
H -4.714 -5.232 1.191
H -4.259 -3.300 2.743
H -2.854 -1.433 1.936
H -2.596 2.684 -1.404
H -3.975 4.356 -0.146
H -6.291 3.635 0.557
H -6.828 1.213 0.788
H -5.076 -0.513 0.163
H 3.506 -2.810 1.257
H 5.605 -4.116 1.280
H 7.778 -2.980 0.702
H 7.822 -0.540 0.095
H 5.679 0.737 0.031
H 2.369 2.774 1.141
H 2.575 4.803 -0.193
H 3.535 4.661 -2.557
H 4.328 2.481 -3.460
H 4.278 0.475 -1.995
O -2.934 1.169 2.696
S -1.493 1.187 2.818
O -0.835 2.469 2.901
N -0.765 0.159 1.675
C -0.374 -1.015 2.252
S -0.017 -2.510 1.580
C -0.371 -0.968 3.701
C 0.095 -1.949 4.566
C -0.035 -1.733 5.934
C -0.698 -0.595 6.422
C -1.221 0.353 5.534
C -1.013 0.171 4.177
H 0.552 -2.849 4.158
H 0.382 -2.445 6.641
H -0.814 -0.447 7.495
H -1.772 1.227 5.859



4.
The following is a DFT calculation (the ωB97M-V functional and the def2-TZVPD basis) of a cluster of 2 separate species, C4H11NOS in total.

As for the HOMO energy: -0.328 Eh. Its SMILES is C=C(C)C.NSO. As for the gap between HOMO and LUMO: 9.64 eV. For the lowest unoccupied orbital energy, the calculation gives 0.72 eV. Its total charge is 0.

Cartesian coordinates (Å):
C 0.044 2.100 1.350
C -0.002 0.780 1.513
C -0.957 -0.007 2.376
C 1.078 -0.088 0.867
H 0.888 2.547 0.895
H -0.666 2.829 1.646
H -1.314 -0.858 1.996
H -0.381 -0.103 3.182
H -1.731 0.619 2.608
H 2.056 -0.011 1.541
H 1.361 0.298 -0.139
H 0.689 -1.006 0.869
N -0.121 -1.062 -2.147
S 0.780 -0.928 -3.510
O -0.391 -0.889 -4.754
H -0.632 -0.390 -1.670
H -0.183 -1.980 -1.655
H -0.518 -1.850 -4.967



E, respectively: -307.65340; -1426.21195; -3476.79370; -687.09105 Eh.
ΔE to the lowest compared entry with this formula, charge and spin, respectively: 1.606; 5.229; 0.000; 3.219 eV.